1.
The following is a DFT calculation (the ωB97M-V functional and the def2-TZVPD basis) of a 6-piece molecular cluster, C18H42N6O6 overall at a distorted geometry.

Each line ends with the Löwdin spin population.
Geometry (Å):
C1 -9.25711 -10.46734 -5.24326  0.18
C2 -10.40912 -9.44703 -5.54363  0.04
O1 -11.56170 -9.71732 -5.67255  0.01
N1 -9.97540 -8.19262 -5.36384  0.03
C3 -10.74773 -7.04361 -5.82042  0.06
H1 -8.44813 -9.88278 -4.80516  0.05
H2 -9.07188 -11.32544 -5.88937  0.02
H3 -9.64580 -11.04848 -4.40702  0.02
H4 -8.99623 -8.06992 -5.14874  0.04
H5 -10.16412 -6.12357 -5.78847  0.01
H6 -11.61173 -6.98271 -5.15868  0.00
H7 -11.03195 -7.17449 -6.86454  0.01
C4 -8.57752 -18.21464 -5.91948  0.01
C5 -9.59627 -17.09421 -5.89062  0.01
O2 -10.85751 -17.20088 -5.82707  0.00
N2 -8.98100 -15.92366 -5.92421  0.02
C6 -9.79698 -14.70746 -5.80696  0.07
H8 -7.79494 -17.92686 -5.21745  0.00
H9 -8.07862 -18.40057 -6.87060  0.00
H10 -9.06801 -19.09005 -5.49383  0.00
H11 -7.97915 -15.79777 -5.90059  0.04
H12 -9.48060 -14.01742 -5.02475  0.02
H13 -10.88144 -14.80663 -5.75998  0.00
H14 -9.73340 -14.27851 -6.80699  0.01
C7 -12.63172 -19.68814 -2.79644  0.00
C8 -11.85205 -20.86760 -3.30481  0.00
O3 -11.66978 -21.83481 -2.55592  0.00
N3 -11.44035 -20.78135 -4.54061  0.00
C9 -10.74370 -21.70493 -5.42094  0.01
H15 -12.03295 -19.09400 -2.10609  0.00
H16 -13.60102 -19.87921 -2.33597  0.00
H17 -12.98293 -18.95872 -3.52630  0.00
H18 -11.93050 -20.02770 -5.00089  0.00
H19 -11.37868 -22.10502 -6.21140  0.00
H20 -10.41383 -22.48865 -4.73897  0.00
H21 -9.96698 -21.10360 -5.89339  0.00
C10 -4.86004 -18.52319 -5.96861  0.04
C11 -5.44263 -19.65496 -5.06273  0.01
O4 -6.19341 -19.34940 -4.14513  0.01
N4 -4.86484 -20.81283 -5.28989  0.01
C12 -4.97954 -21.90766 -4.39579  0.02
H22 -4.99219 -17.54782 -5.50034  0.01
H23 -5.30334 -18.63108 -6.95853  0.01
H24 -3.77281 -18.58893 -6.00998  0.01
H25 -4.46939 -21.04415 -6.19001  0.01
H26 -4.62459 -22.85167 -4.80926  0.00
H27 -6.02531 -22.18559 -4.26460  0.00
H28 -4.53831 -21.67605 -3.42636  0.00
C13 -9.93129 -11.62786 -9.37277  0.06
C14 -11.37542 -11.26308 -9.56143  0.01
O5 -11.84196 -11.47946 -10.62219  0.00
N5 -11.95320 -10.55418 -8.59483  0.00
C15 -13.04067 -9.62931 -8.51085  0.01
H29 -9.28189 -11.31679 -8.55447  0.02
H30 -9.40068 -11.29619 -10.26526  0.01
H31 -9.87659 -12.71309 -9.28674  0.01
H32 -11.33821 -10.78227 -7.82681  0.00
H33 -13.69117 -9.74267 -9.37809  0.00
H34 -12.61420 -8.63142 -8.61295  0.00
H35 -13.62879 -9.82756 -7.61480  0.00
C16 -12.28608 -18.30846 -9.05271  0.01
C17 -11.46360 -19.45529 -9.29818  0.00
O6 -10.27266 -19.35946 -9.11083  0.01
N6 -12.00587 -20.63833 -9.57817  0.00
C18 -11.20804 -21.77005 -10.01555  0.01
H36 -12.47061 -17.58983 -9.85123  0.00
H37 -11.92905 -17.81799 -8.14713  0.00
H38 -13.32837 -18.55860 -8.85484  0.00
H39 -13.01194 -20.72735 -9.58043  0.00
H40 -10.45540 -22.10034 -9.29962  0.00
H41 -10.65271 -21.64266 -10.94478  0.00
H42 -11.87279 -22.62431 -10.14372  0.00

Summary:
- relative energy (zero: lowest compared OMol25 entry of this formula, charge and spin) (kcal per mole) = 4.3
- DFT total energy (eV) = -40571.8522
- spin multiplicity = 2
- ⟨S²⟩ = 0.750
- LUMO energy (alpha / beta) (eV) = 2.14 / 2.11
- gap between HOMO and LUMO (alpha / beta) (eV) = 1.5 / 9.0
- net charge = -1

2.
The following is a DFT calculation (the ωB97M-V functional and the def2-TZVPD basis) of a 2-piece molecular cluster, C18H42NOS overall.

Each line ends with the natural charge from an NBO analysis.
Geometry (Å):
C1 -2.83421 -1.64536 -0.26181  -0.62
C2 -3.46467 -1.84401 -1.65641  -0.40
C3 -2.91107 -3.05125 -2.41950  -0.41
C4 -1.67410 -2.73014 -3.24972  -0.39
C5 -0.34371 -2.70992 -2.49968  -0.39
C6 0.08193 -3.98931 -1.78422  -0.41
C7 1.11879 -3.69498 -0.68619  -0.39
C8 0.58407 -3.71706 0.75622  -0.41
C9 0.48879 -2.37267 1.48059  -0.39
C10 1.69758 -1.42874 1.35445  -0.41
C11 1.28078 0.02381 1.11343  -0.39
C12 0.41702 0.24550 -0.13256  -0.42
C13 1.22633 0.50483 -1.39749  -0.42
C14 0.38599 0.60138 -2.66849  -0.51
S1 -1.12059 1.61329 -2.55193  0.45
H1 -2.57452 -0.60534 -0.05955  0.18
H2 -3.51237 -1.96509 0.52434  0.23
H3 -1.93956 -2.26015 -0.16229  0.21
H4 -4.53434 -1.99852 -1.52529  0.23
H5 -3.37943 -0.93788 -2.26220  0.16
H6 -2.73001 -3.85146 -1.70215  0.21
H7 -3.68451 -3.42216 -3.09037  0.22
H8 -1.59388 -3.37866 -4.12102  0.22
H9 -1.83213 -1.72449 -3.65621  0.17
H10 -0.36048 -1.89004 -1.77424  0.17
H11 0.44004 -2.49058 -3.22969  0.20
H12 -0.76630 -4.52506 -1.36150  0.20
H13 0.54251 -4.65576 -2.51146  0.22
H14 1.91944 -4.42787 -0.75370  0.22
H15 1.56727 -2.73180 -0.93451  0.18
H16 -0.42912 -4.12251 0.72821  0.20
H17 1.16309 -4.41421 1.35673  0.22
H18 0.34009 -2.57833 2.53989  0.22
H19 -0.41053 -1.84593 1.16436  0.18
H20 2.40693 -1.75338 0.59419  0.20
H21 2.25734 -1.45483 2.28887  0.22
H22 0.70339 0.37388 1.96775  0.21
H23 2.16476 0.65184 0.99556  0.21
H24 -0.28341 -0.57248 -0.30375  0.22
H25 -0.19546 1.13224 0.05705  0.19
H26 1.77346 1.44097 -1.28361  0.22
H27 1.94139 -0.29786 -1.57570  0.25
H28 0.03917 -0.36463 -3.02930  0.28
H29 0.93952 1.07844 -3.47396  0.26
H30 -1.96592 0.74794 -1.96472  0.20
H31 -0.85301 2.40718 -1.50093  0.21
C15 -0.35782 3.56146 2.67768  -0.62
C16 0.80997 3.64217 1.70014  -0.08
C17 2.15552 3.97429 2.35633  -0.07
O1 2.30897 5.32518 2.71761  -0.54
C18 1.74680 5.70063 3.96434  -0.25
N1 0.47217 4.56679 0.61060  -0.85
H32 -0.69803 4.55028 2.98169  0.22
H33 -1.20787 3.06049 2.21196  0.21
H34 -0.08600 3.00213 3.57407  0.21
H35 0.91746 2.64929 1.24904  0.17
H36 2.94621 3.77974 1.62525  0.18
H37 2.34255 3.32013 3.21865  0.17
H38 1.83324 4.89319 4.69703  0.17
H39 0.69842 5.99142 3.86734  0.17
H40 2.30683 6.56131 4.32430  0.20
H41 1.20968 4.53778 -0.08830  0.35
H42 0.51554 5.51492 0.97478  0.37

Summary:
- DFT total energy (eV) = -33712.1425
- spin multiplicity = 1
- LUMO energy (eV) = -3.20
- gap between HOMO and LUMO (eV) = 8.6
- net charge = +1

3.
The following is a DFT calculation (the ωB97M-V functional and the def2-TZVPD basis) of C18H43AsF6NO10PS3 as an isolated structure at a distorted geometry.

Each line ends with the Mulliken charge.
Geometry (Å):
N1 -2.73764 -11.47604 6.26734  -0.49
H1 -2.79984 -12.33578 6.79371  0.35
H2 -2.40964 -11.61739 5.32259  0.38
H3 -2.09324 -10.75070 6.54794  0.37
H4 -3.52332 -10.84629 6.18842  0.38
As1 -2.02748 -5.85736 9.63801  1.97
F1 -1.49073 -4.94324 8.21006  -0.48
F2 -3.48485 -6.56878 8.86712  -0.50
F3 -2.60618 -6.81469 11.11157  -0.53
F4 -0.56525 -5.31757 10.55232  -0.50
F5 -2.94227 -4.52601 10.31165  -0.46
F6 -1.05154 -7.21166 9.05148  -0.50
C1 3.69620 3.05869 10.49583  -0.58
C2 3.06370 1.78396 10.79579  -0.48
C3 1.62680 1.70056 10.23904  -0.71
S1 0.98814 3.35275 10.16341  1.04
O1 0.45327 3.75113 11.44443  -0.64
O2 0.11554 3.65321 9.02544  -0.64
C4 2.66321 4.15420 10.05831  -0.67
H5 4.23761 2.93954 9.55733  0.21
H6 4.40655 3.33611 11.27464  0.34
H7 3.10152 1.61172 11.87143  0.30
H8 3.69878 1.03506 10.32258  0.30
H9 0.94637 0.90979 10.55495  0.46
H10 1.82518 1.42503 9.20326  0.32
H11 2.61463 5.02186 10.71628  0.37
H12 2.81493 4.34021 8.99507  0.37
C5 8.74831 -4.59535 15.04919  -0.66
C6 7.21426 -4.63706 15.43993  -0.61
C7 6.44350 -5.67682 14.63648  -0.63
S2 7.71790 -6.58659 13.54415  1.07
O3 7.48839 -6.14767 12.16793  -0.63
O4 7.66829 -7.99049 13.83141  -0.63
C8 9.26018 -5.73952 14.18976  -0.67
H13 9.29502 -4.20435 15.90728  0.43
H14 8.80564 -3.77864 14.32962  0.24
H15 6.94830 -3.58064 15.40316  0.30
H16 7.15241 -4.69973 16.52636  0.33
H17 5.44800 -5.60814 14.19790  0.45
H18 6.32557 -6.50124 15.33971  0.27
H19 9.83459 -5.57851 13.27750  0.42
H20 9.77017 -6.45199 14.83815  0.30
C9 -1.61558 0.92009 2.75767  -0.58
C10 -0.91738 -0.12040 1.82447  -0.62
C11 -0.84791 0.31786 0.30443  -0.68
S3 -1.92309 1.82428 0.15485  1.06
O5 -3.20793 1.30037 -0.26062  -0.64
O6 -1.30011 2.90649 -0.62582  -0.64
C12 -2.08964 2.17834 1.92612  -0.70
H21 -1.07710 1.11504 3.68511  0.39
H22 -2.42625 0.35934 3.22294  0.28
H23 -1.54397 -1.01124 1.86810  0.25
H24 -0.04673 -0.44463 2.39452  0.39
H25 -1.05510 -0.36275 -0.52136  0.45
H26 0.18258 0.64986 0.17805  0.29
H27 -3.02098 2.65964 2.22457  0.44
H28 -1.33939 2.96570 1.99880  0.32
C13 -3.68302 -12.61670 15.40497  -1.23
C14 -3.86182 -13.35174 14.10183  -0.13
O7 -3.26530 -14.62369 14.31182  -0.29
P1 -2.22335 -15.15860 13.14837  0.75
O8 -2.54459 -15.01777 11.76594  -0.74
O9 -0.79740 -14.43405 13.58659  -0.24
C15 -0.42606 -13.07662 13.25612  -0.06
C16 0.64402 -13.21286 12.24228  -1.25
O10 -1.86181 -16.71676 13.49264  -0.25
C17 -1.38903 -17.19978 14.74518  0.07
C18 -1.06535 -18.63467 14.66615  -1.20
H29 -4.31547 -13.10878 16.14386  0.34
H30 -2.70556 -12.68024 15.88312  0.32
H31 -4.14776 -11.63669 15.29684  0.37
H32 -4.95140 -13.32192 14.09591  0.29
H33 -3.41327 -12.85974 13.23878  0.33
H34 -1.19122 -12.51582 12.71935  0.23
H35 0.01422 -12.50023 14.06977  0.33
H36 1.60781 -13.35708 12.73056  0.34
H37 0.54236 -14.16256 11.71707  0.30
H38 0.70630 -12.34469 11.58616  0.33
H39 -0.43820 -16.70353 14.93951  0.22
H40 -2.12847 -17.05172 15.53220  0.23
H41 0.00368 -18.79850 14.53040  0.32
H42 -1.33785 -19.10580 15.61054  0.32
H43 -1.46063 -19.19204 13.81692  0.30

Summary:
- relative energy (zero: lowest compared OMol25 entry of this formula, charge and spin) (kcal per mole) = 88.6
- DFT total energy (eV) = -160264.6340
- spin multiplicity = 1
- LUMO energy (eV) = -2.50
- gap between HOMO and LUMO (eV) = 7.6